21
Properties=species:S:1:pos:R:3:forces:R:3:lowdin_charge:R:1 method="wB97M-V/def2-TZVPD" smiles=CNCCN(C)C homo_lumo_gap_ev=9.03 fmax_ev_per_a=3.94 energy_ha=-308.31780 e_homo_ha=-0.2933
C 1.502503 -2.273383 -1.310066 2.6 0.8 2.1 -0.144
N 0.494135 -1.416359 -0.715270 -1.0 -3.6 1.3 -0.165
C 0.886274 -0.811480 0.515667 0.9 0.3 2.4 -0.252
C -0.293543 -0.048700 1.204174 -0.1 0.0 -3.7 -0.161
N -0.712585 0.982539 0.215534 -1.9 -1.9 0.3 -0.310
C 0.017293 2.210782 0.215588 -2.7 1.7 -0.7 -0.116
C -2.191575 0.916815 0.045506 0.4 1.0 -0.4 -0.102
H 1.922153 -2.896435 -0.412793 -0.4 1.0 -1.8 0.092
H 2.394088 -1.500882 -1.653489 -1.6 -2.5 0.2 0.122
H 1.126890 -3.031846 -2.019436 0.2 0.9 -0.1 0.066
H 0.312954 -0.695028 -1.313330 -1.0 2.2 -1.9 0.056
H 1.610988 -0.077342 0.165523 0.8 0.5 1.0 0.095
H 1.373112 -1.518098 1.303764 -0.7 0.9 -1.7 0.142
H -1.132592 -0.753634 1.175380 0.3 0.0 0.9 0.103
H -0.130383 0.508619 2.097311 0.5 -0.4 1.3 0.100
H -0.721080 3.028639 -0.228787 1.9 -1.3 1.1 0.128
H 0.525047 2.517694 1.129920 -0.7 0.2 0.8 0.074
H 0.827727 2.102301 -0.427384 1.5 0.1 -1.6 0.037
H -2.509986 -0.120394 -0.245120 0.5 1.1 -0.1 0.090
H -2.524789 1.698285 -0.678907 0.3 -0.9 0.1 0.078
H -2.776632 1.177906 0.936215 0.2 -0.1 0.4 0.067

7
Properties=species:S:1:pos:R:3:forces:R:3:lowdin_charge:R:1 method="wB97M-V/def2-TZVPD" smiles="N#CC(Cl)=C(F)F" homo_lumo_gap_ev=10.68 fmax_ev_per_a=2.80 energy_ha=-828.95164 e_homo_ha=-0.3808
N -0.568147 0.303543 -2.658741 0.2 0.1 1.7 0.185
C -0.374628 0.173216 -1.519131 -0.3 -0.3 -2.8 -0.241
C -0.080869 -0.182057 -0.193976 -0.1 0.4 0.9 -0.636
Cl -0.209873 -1.805247 0.323277 0.0 -0.2 0.0 0.755
C 0.253804 0.789298 0.648894 0.7 0.4 0.5 -0.375
F 0.399101 2.042361 0.245841 -0.2 -0.7 0.6 0.162
F 0.573680 0.611156 1.920910 -0.3 0.3 -1.0 0.150

11
Properties=species:S:1:pos:R:3:forces:R:3:lowdin_charge:R:1 method="wB97M-V/def2-TZVPD" homo_lumo_gap_ev="4.08 / 4.08" fmax_ev_per_a=6.12 energy_ha=-1463.64048 e_homo_ha="-0.2023 / -0.2020"
O -1.595105 -1.000685 1.115685 0.2 1.3 -2.4 -0.351
C -1.031466 -0.255038 0.085912 2.1 0.6 1.0 -0.311
H 0.061052 -0.971023 0.465837 2.6 -1.0 -2.4 0.081
C -0.615007 0.098876 -1.196858 -4.7 0.2 -0.7 -0.142
C 0.547494 1.013804 -0.884563 1.0 -1.9 -0.3 -0.137
C 0.725158 -0.068234 0.153551 -1.3 -2.0 5.6 -0.350
O 1.276170 -0.318391 1.463195 0.2 1.7 1.4 -0.459
H -0.778536 -0.563227 -2.050647 -0.2 1.0 -0.4 0.095
H 0.338336 2.030212 -0.515329 -0.3 -0.6 -0.1 0.111
H 1.364589 1.067854 -1.621254 -0.3 -0.1 0.1 0.098
Yb -0.292684 -1.034147 2.984470 0.8 0.8 -1.9 1.364

63
Properties=species:S:1:pos:R:3:forces:R:3:lowdin_charge:R:1 method="wB97M-V/def2-TZVPD" smiles="Cc1cc(C)c2cc(CN(C[C@@H]3CCCO3)C(=O)NC3CCCCC3)c(=O)[nH]c2c1" homo_lumo_gap_ev=8.55 fmax_ev_per_a=0.68 energy_ha=-1324.40907 e_homo_ha=-0.3099
C -6.047590 -2.222961 -1.085366 0.0 0.0 0.0 -0.045
C -4.682894 -1.932442 -0.544810 0.3 0.0 -0.1 -0.265
C -4.536917 -1.535564 0.788730 0.1 0.0 0.1 -0.014
C -3.307180 -1.252509 1.341236 -0.1 0.0 -0.2 -0.212
C -3.203261 -0.839997 2.777811 0.0 0.0 0.0 -0.035
C -2.155354 -1.361051 0.534098 -0.3 -0.2 -0.4 -0.122
C -0.835597 -1.043493 0.979412 0.4 -0.1 -0.3 0.024
C 0.252698 -1.141196 0.178507 -0.1 0.1 0.5 -0.111
C 1.632276 -0.742501 0.642166 -0.1 -0.1 -0.1 -0.089
N 2.305174 0.161050 -0.266527 0.1 -0.1 0.0 -0.032
C 3.510823 -0.305013 -0.911974 0.4 0.1 0.2 -0.098
C 4.698541 -0.405708 0.047218 0.0 0.4 -0.5 -0.303
C 6.039986 -0.630614 -0.686850 -0.1 0.0 0.1 -0.116
C 6.691769 -1.800476 0.063247 -0.2 0.0 0.2 -0.148
C 5.823607 -1.916482 1.320126 0.4 -0.1 0.1 -0.205
O 4.535100 -1.516024 0.921960 -0.3 -0.1 -0.1 -0.119
C 1.912431 1.452336 -0.494104 0.0 -0.2 0.2 -0.508
O 2.562425 2.217290 -1.185574 0.1 0.3 -0.3 0.056
N 0.762802 1.841119 0.145573 -0.3 -0.1 0.2 0.128
C 0.106873 3.071374 -0.251988 0.1 0.5 -0.2 -0.313
C -0.732337 2.891867 -1.525264 0.1 -0.2 0.1 -0.134
C -1.942674 1.994832 -1.282310 -0.1 0.3 -0.1 -0.188
C -2.804980 2.547635 -0.151552 0.1 -0.3 0.1 -0.193
C -1.984675 2.700963 1.125509 -0.1 0.3 -0.1 -0.198
C -0.765464 3.591109 0.891568 0.1 -0.2 0.0 -0.144
C 0.124168 -1.651217 -1.185026 -0.3 -0.1 -0.1 -0.404
O 1.038964 -1.871524 -1.955516 0.3 0.0 0.0 0.080
N -1.176165 -1.897301 -1.576580 0.0 -0.1 -0.3 0.178
C -2.298163 -1.773476 -0.804690 -0.2 0.2 0.6 -0.182
C -3.558381 -2.052866 -1.333284 -0.1 0.0 0.1 0.021
H -6.516826 -3.022848 -0.514114 -0.1 0.0 0.0 0.085
H -6.000592 -2.521148 -2.129173 -0.1 0.0 -0.1 0.075
H -6.681442 -1.341119 -1.002078 -0.1 0.0 0.0 0.085
H -5.423404 -1.451218 1.400733 -0.1 0.0 0.1 0.118
H -2.823038 0.177373 2.862943 0.1 0.1 0.1 0.073
H -4.180065 -0.877107 3.252597 0.0 0.0 0.1 0.080
H -2.530605 -1.501705 3.321469 0.0 0.0 0.1 0.088
H -0.707250 -0.697490 1.996303 0.1 0.1 0.1 0.123
H 2.261890 -1.632626 0.709818 -0.1 0.1 0.1 0.132
H 1.568874 -0.300084 1.644686 0.0 -0.1 0.0 0.138
H 3.749562 0.425958 -1.686908 0.0 -0.2 0.1 0.131
H 3.315703 -1.278374 -1.368422 0.1 0.0 0.0 0.129
H 4.747925 0.515623 0.649203 0.0 -0.1 -0.1 0.157
H 6.651640 0.268422 -0.647157 0.0 0.0 -0.1 0.113
H 5.863599 -0.880062 -1.731508 0.0 0.0 -0.1 0.111
H 6.621300 -2.717297 -0.521007 0.0 0.0 0.0 0.108
H 7.736267 -1.618865 0.306016 0.1 0.0 0.0 0.106
H 6.200851 -1.247517 2.109336 0.0 -0.1 0.0 0.123
H 5.751811 -2.930572 1.714802 0.0 0.1 0.0 0.121
H 0.140685 1.114674 0.456305 0.1 -0.1 0.0 0.083
H 0.913319 3.782065 -0.461681 -0.2 -0.1 0.1 0.144
H -0.096890 2.468321 -2.304909 0.0 0.1 0.0 0.117
H -1.069773 3.874287 -1.861342 0.0 0.1 -0.1 0.119
H -1.612508 0.985276 -1.028718 0.0 -0.1 0.0 0.089
H -2.535195 1.922467 -2.197004 0.0 -0.1 0.0 0.112
H -3.651364 1.880052 0.029043 -0.1 0.1 0.0 0.104
H -3.200549 3.522841 -0.444426 -0.1 0.1 0.0 0.114
H -1.661366 1.714589 1.464633 0.0 -0.1 0.1 0.083
H -2.604608 3.133882 1.914321 0.0 -0.1 0.1 0.111
H -0.167610 3.651151 1.802782 0.0 0.1 0.0 0.115
H -1.100572 4.598896 0.639839 0.0 0.1 0.0 0.118
H -1.284354 -2.230688 -2.527569 0.1 0.1 0.1 0.165
H -3.641401 -2.364319 -2.364545 0.0 0.0 -0.1 0.118

18
Properties=species:S:1:pos:R:3:forces:R:3:lowdin_charge:R:1 method="wB97M-V/def2-TZVPD" smiles=CC#N.CC#N.CC#N homo_lumo_gap_ev=11.43 fmax_ev_per_a=4.35 energy_ha=-398.24091 e_homo_ha=-0.4172
C -0.238191 -2.472626 -2.982331 -0.2 -0.2 -0.8 -0.080
C -1.079293 -3.414120 -3.771923 -1.8 -2.3 -1.7 -0.252
N -1.769727 -4.121164 -4.426514 2.5 2.6 2.4 0.115
H -0.142860 -2.717251 -1.924422 -0.6 0.0 -0.1 0.064
H -0.682514 -1.496269 -3.175767 0.1 0.1 0.5 0.076
H 0.788732 -2.433359 -3.345625 -0.1 -0.2 -0.3 0.080
C -1.137111 -0.764728 0.324869 0.0 -1.4 -0.6 -0.085
C -1.043339 0.284493 1.300032 0.3 2.0 1.4 -0.253
N -0.990532 1.140703 2.084831 -0.1 -1.4 -1.3 0.153
H -0.193731 -1.261183 0.097575 0.4 0.4 0.3 0.075
H -1.541318 -0.472322 -0.644260 -0.2 0.3 0.3 0.082
H -1.725968 -1.580951 0.743351 -0.4 0.1 -0.1 0.091
C 1.331564 3.323388 2.262484 -0.1 0.6 -0.4 -0.111
C 2.201618 2.900718 3.361272 1.8 -1.1 2.2 -0.267
N 2.920020 2.651552 4.260908 -2.1 0.7 -2.7 0.110
H 1.227295 2.712312 1.365928 0.5 -0.7 0.5 0.061
H 1.775697 4.246516 1.890091 -0.3 0.3 0.1 0.076
H 0.299660 3.474291 2.579502 0.2 0.2 0.3 0.063

60
Properties=species:S:1:pos:R:3:forces:R:3:lowdin_charge:R:1 method="wB97M-V/def2-TZVPD" homo_lumo_gap_ev="7.61 / 4.32" fmax_ev_per_a=2.65 energy_ha=-3844.59830 charge=+1 e_homo_ha="-0.3788 / -0.3246"
C -2.236470 2.457492 -2.404675 -0.2 0.3 0.3 -0.057
C -1.899795 1.154059 -2.069046 0.4 -0.6 -0.7 -0.216
C -0.546412 0.729313 -2.326570 -0.3 0.5 0.5 -0.193
C 0.419634 1.761280 -2.208719 -0.1 0.4 -0.2 -0.148
C 0.097081 3.076857 -2.531257 -0.3 -0.3 0.1 -0.020
C -1.248385 3.405859 -2.714345 0.0 -0.2 -0.2 -0.055
C 1.659683 1.339087 -1.515442 0.0 0.1 0.7 -0.069
C 2.109637 -0.018574 -1.900077 0.5 -0.1 0.0 -0.150
C 1.055154 -0.953328 -2.051523 0.5 -0.3 0.6 -0.196
C 1.334750 -2.267809 -1.534184 -0.3 0.3 -0.8 -0.216
C 2.655743 -2.696970 -1.534666 0.1 -0.1 0.3 -0.049
C 3.707869 -1.803901 -1.801627 -0.2 -0.1 -0.2 -0.054
C 3.439481 -0.437612 -1.905577 -0.4 -0.3 0.1 -0.022
H -3.294804 2.746887 -2.409324 0.4 0.0 0.2 0.122
H 0.887014 3.817987 -2.655629 -0.2 -0.1 0.3 0.122
H -1.535589 4.400863 -3.036650 0.0 -0.1 0.0 0.110
H 2.453265 2.089200 -1.533956 -0.1 0.0 0.1 0.136
H 2.870139 -3.748340 -1.316312 0.0 0.4 0.1 0.120
H 4.726380 -2.174711 -1.869980 -0.2 0.1 0.0 0.111
H 4.240991 0.292798 -2.009375 -0.2 -0.1 0.3 0.122
N -0.181834 -0.576289 -2.491697 -0.8 -0.2 2.5 0.214
Ga -0.412296 -0.094834 1.748554 -1.4 -1.5 0.4 0.385
C -2.822038 0.224599 -1.313579 0.3 -0.1 -0.4 -0.241
H -2.619798 -0.811510 -1.618427 -0.2 0.1 0.0 0.083
H -3.875759 0.481951 -1.513141 0.3 -0.2 0.3 0.106
C 0.206318 -3.048502 -0.908103 0.0 0.2 -0.4 -0.251
H -0.705420 -2.895201 -1.502116 0.1 -0.2 0.1 0.084
H 0.458233 -4.120240 -0.861776 -0.2 0.3 0.1 0.104
P -2.562674 0.281492 0.561277 -0.6 0.7 -0.9 0.853
P -0.214052 -2.473222 0.845563 0.8 -0.8 -0.8 0.854
C 1.073812 -3.302840 1.835970 0.1 0.0 0.2 -0.244
H 0.886069 -3.114931 2.901635 0.1 -0.1 -0.2 0.053
H 1.048371 -4.386988 1.652001 0.0 0.3 0.0 0.062
H 2.064530 -2.910450 1.573488 -0.2 -0.1 0.0 0.046
C -1.677539 -3.523444 1.154398 -0.2 0.2 0.2 -0.239
H -1.364018 -4.576851 1.187288 -0.1 0.3 0.0 0.067
H -2.137555 -3.256061 2.112759 0.0 -0.1 -0.1 0.046
H -2.413385 -3.390942 0.350167 0.2 -0.1 0.2 0.044
C -3.114732 1.959459 1.006769 0.0 0.1 0.1 -0.243
H -4.125370 2.138714 0.611637 0.3 0.0 0.1 0.065
H -3.134860 2.052425 2.101602 0.0 0.0 -0.3 0.060
H -2.427786 2.710427 0.597873 -0.2 -0.2 0.0 0.044
C -3.948394 -0.759766 1.131349 0.1 -0.2 0.2 -0.231
H -3.883094 -0.904153 2.216502 -0.1 0.0 -0.2 0.051
H -4.893609 -0.250896 0.892907 0.3 -0.2 0.0 0.067
H -3.928095 -1.738731 0.635789 0.0 0.3 0.1 0.041
C -1.248145 -0.803049 3.465176 1.0 0.9 -1.7 -0.236
O -1.729339 -1.216745 4.429430 -0.5 -0.4 0.9 0.046
H 1.283575 1.178019 -0.385442 1.1 0.6 -2.3 0.136
F 4.218617 3.776897 1.626109 -1.1 -0.9 0.1 0.052
C 3.166720 2.891726 1.689742 0.8 0.7 -0.1 -0.234
C 3.456942 1.535442 1.780579 -0.2 -0.3 0.0 0.014
C 2.385061 0.637061 1.808327 -0.2 0.6 0.0 -0.101
C 1.062477 1.121962 1.755309 0.4 0.2 0.2 -0.323
C 0.812454 2.502422 1.680586 0.3 -0.1 0.1 -0.109
C 1.875045 3.408138 1.643742 -0.2 -0.2 0.0 0.014
H 4.489153 1.178906 1.833100 -0.4 0.3 -0.1 0.133
H 2.563119 -0.439320 1.859784 0.1 0.4 0.0 0.099
H -0.223193 2.859603 1.644910 0.5 0.0 0.0 0.097
H 1.697102 4.485309 1.588913 0.2 -0.4 0.0 0.133

What did the fifth record say?
18
Properties=species:S:1:pos:R:3:forces:R:3:lowdin_charge:R:1 method="wB97M-V/def2-TZVPD" smiles=CC#N.CC#N.CC#N homo_lumo_gap_ev=11.43 fmax_ev_per_a=4.35 energy_ha=-398.24091 e_homo_ha=-0.4172
C -0.238191 -2.472626 -2.982331 -0.2 -0.2 -0.8 -0.080
C -1.079293 -3.414120 -3.771923 -1.8 -2.3 -1.7 -0.252
N -1.769727 -4.121164 -4.426514 2.5 2.6 2.4 0.115
H -0.142860 -2.717251 -1.924422 -0.6 0.0 -0.1 0.064
H -0.682514 -1.496269 -3.175767 0.1 0.1 0.5 0.076
H 0.788732 -2.433359 -3.345625 -0.1 -0.2 -0.3 0.080
C -1.137111 -0.764728 0.324869 0.0 -1.4 -0.6 -0.085
C -1.043339 0.284493 1.300032 0.3 2.0 1.4 -0.253
N -0.990532 1.140703 2.084831 -0.1 -1.4 -1.3 0.153
H -0.193731 -1.261183 0.097575 0.4 0.4 0.3 0.075
H -1.541318 -0.472322 -0.644260 -0.2 0.3 0.3 0.082
H -1.725968 -1.580951 0.743351 -0.4 0.1 -0.1 0.091
C 1.331564 3.323388 2.262484 -0.1 0.6 -0.4 -0.111
C 2.201618 2.900718 3.361272 1.8 -1.1 2.2 -0.267
N 2.920020 2.651552 4.260908 -2.1 0.7 -2.7 0.110
H 1.227295 2.712312 1.365928 0.5 -0.7 0.5 0.061
H 1.775697 4.246516 1.890091 -0.3 0.3 0.1 0.076
H 0.299660 3.474291 2.579502 0.2 0.2 0.3 0.063